Record 1
13
Properties=species:S:1:pos:R:3:forces:R:3 method="wB97M-V/def2-TZVPD" lumo_ev=0.94 largest_force_ha_per_bohr=0.0105 charge=0 gap_ev=9.0 total_energy_ha=-340.76621 de_lowest_kj_mol=75.3
C -2.178 0.412 0.266 0.00 0.07 0.05
C -0.759 -0.053 0.213 -0.11 -0.22 -0.48
C -0.305 -1.091 -0.511 -0.21 -0.13 0.00
N 1.068 -1.043 -0.643 0.14 0.16 0.21
C 1.391 0.035 -0.004 0.10 -0.25 -0.13
N 2.671 0.536 0.002 -0.04 0.06 0.00
O 0.364 0.706 0.566 -0.01 -0.04 -0.28
H -2.373 1.104 -0.564 -0.02 -0.04 0.23
H -2.771 -0.493 0.091 -0.01 0.24 -0.01
H -2.554 0.866 1.185 0.39 -0.05 0.05
H -0.890 -1.858 -0.999 0.04 0.07 0.14
H 3.041 1.026 0.800 -0.28 -0.07 0.06
H 3.296 -0.149 -0.403 0.01 0.20 0.17

Record 2
9
Properties=species:S:1:pos:R:3:forces:R:3 method="wB97M-V/def2-TZVPD" lumo_ev=0.12 largest_force_ha_per_bohr=0.0377 charge=0 gap_ev=11.0 total_energy_ha=-358.36839 de_lowest_kj_mol=423.4
C 1.468 0.735 -0.097 0.57 -0.61 -0.62
C 0.310 0.228 -0.855 -1.03 1.59 0.41
N 2.478 -0.411 0.130 0.25 0.23 1.90
O 2.385 -1.147 1.099 -0.53 0.45 -0.52
O 1.655 1.819 0.334 0.24 -0.45 0.11
O 3.356 -0.425 -0.676 0.83 -0.13 -1.19
H 0.347 -0.477 -1.668 0.76 -0.55 0.26
H -0.127 1.144 -1.264 -0.45 -0.22 0.21
H -0.264 -0.117 0.015 -0.65 -0.31 -0.56

Record 3
15
Properties=species:S:1:pos:R:3:forces:R:3 method="wB97M-V/def2-TZVPD" lumo_ev=-6.48 largest_force_ha_per_bohr=0.1275 charge=+1 gap_ev=9.7 total_energy_ha=-771.67518 de_lowest_kj_mol=180.9
O 2.537 -0.329 1.209 -2.82 1.03 -2.60
B 1.911 -0.235 -0.084 2.73 -2.18 1.08
O 2.434 -0.982 -1.177 -1.92 1.03 2.08
C 0.591 0.715 -0.182 -0.63 0.84 -0.27
N 0.662 2.147 -0.387 -4.38 -4.78 0.99
N -0.657 2.481 -0.351 -0.03 -1.09 0.01
N -1.456 1.437 -0.177 1.48 0.46 -0.03
N -0.748 0.263 -0.051 3.21 3.10 -0.25
C -1.417 -1.003 0.172 -3.72 -3.64 -0.10
F -2.283 -1.213 -0.929 2.12 0.79 2.32
F -0.634 -2.124 0.283 -0.84 3.27 -0.24
F -2.271 -0.960 1.294 2.49 0.52 -2.52
H 1.931 0.131 1.840 1.14 -0.38 -0.19
H 1.885 -1.775 -1.366 0.62 0.64 -0.16
H -2.486 1.449 -0.095 0.54 0.41 -0.12

Record 4
66
Properties=species:S:1:pos:R:3:forces:R:3 method="wB97M-V/def2-TZVPD" spin_multiplicity=5 lumo_ev="-6.46 / -6.09" largest_force_ha_per_bohr=0.0272 charge=+2 gap_ev="7.3 / 7.7" s2=6.059 total_energy_ha=-3085.22665
Cr -0.571 -0.376 1.073 -1.06 -0.71 -0.29
I -1.879 1.089 -0.795 -0.15 0.48 0.00
C -2.357 3.065 -0.078 0.13 -0.40 -0.08
C -2.981 3.792 -1.050 0.07 -0.26 -0.05
C -3.553 5.036 -0.743 -0.03 0.11 0.05
C -3.534 5.469 0.548 -0.05 -0.01 -0.11
C -2.869 4.734 1.558 0.11 -0.19 -0.08
C -2.868 5.248 2.873 0.01 0.05 0.10
C -2.179 4.633 3.876 -0.04 0.08 0.05
C -1.431 3.494 3.574 -0.01 -0.16 -0.26
C -1.418 2.926 2.313 0.06 -0.19 0.18
P -0.154 1.607 2.193 0.04 1.02 0.69
C 1.413 2.481 2.384 0.02 -0.28 -0.33
C 1.982 2.929 1.189 -0.08 -0.04 0.10
C 3.162 3.654 1.209 0.01 -0.02 -0.01
C 3.787 3.911 2.422 0.00 0.01 -0.04
C 3.224 3.463 3.610 0.03 0.02 0.09
C 2.033 2.753 3.601 -0.07 0.03 0.00
C -0.510 0.522 3.611 -0.03 -0.04 -0.10
C -1.840 0.092 3.745 0.10 0.07 -0.06
C -2.162 -0.910 4.651 -0.02 -0.05 0.05
C -1.166 -1.492 5.424 -0.06 0.00 -0.02
C 0.152 -1.076 5.290 0.04 -0.01 0.01
C 0.486 -0.086 4.379 0.04 0.03 0.03
C -2.188 3.505 1.260 -0.02 0.25 0.06
H -3.066 3.399 -2.055 -0.03 0.05 0.00
H -4.026 5.609 -1.527 -0.03 0.01 0.03
H -4.023 6.393 0.826 0.02 0.01 -0.01
H -3.425 6.157 3.062 0.02 0.00 0.01
H -2.176 5.030 4.882 -0.02 0.02 -0.02
H -0.823 3.048 4.352 -0.02 0.03 0.08
H 1.487 2.714 0.247 0.07 0.02 -0.04
H 3.596 4.010 0.285 -0.01 0.00 0.01
H 4.714 4.468 2.442 0.00 0.00 0.01
H 3.711 3.677 4.552 0.00 -0.01 -0.01
H 1.596 2.428 4.537 0.01 0.03 -0.01
H -2.624 0.582 3.177 -0.04 0.01 0.02
H -3.193 -1.212 4.775 0.01 -0.01 -0.01
H -1.422 -2.262 6.140 0.01 0.01 0.00
H 0.924 -1.523 5.905 -0.01 0.01 0.00
H 1.518 0.229 4.280 -0.02 -0.07 -0.02
O -1.858 -2.144 0.706 0.32 0.37 0.02
H -2.298 -2.330 -0.132 -0.01 -0.04 -0.06
H -2.321 -2.659 1.377 0.06 -0.01 0.11
C 1.590 -4.238 2.762 0.07 0.04 0.01
C 2.451 -2.980 2.807 -0.34 0.08 -0.13
Sb 1.832 -1.484 1.384 1.33 -0.40 -0.15
C 3.565 -0.184 1.427 -0.16 -0.12 0.12
C 4.864 -0.942 1.685 -0.12 -0.04 -0.06
C 2.266 -2.555 -0.435 -0.22 -0.01 0.11
C 1.036 -3.183 -1.088 0.16 -0.03 0.02
H 1.964 -4.960 3.488 -0.05 -0.04 -0.02
H 1.634 -4.711 1.780 -0.05 -0.02 0.01
H 0.545 -4.035 3.004 0.00 0.01 0.00
H 3.476 -3.210 2.518 0.03 0.06 0.04
H 2.463 -2.541 3.804 0.03 0.06 -0.03
H 3.404 0.574 2.193 -0.04 0.05 -0.03
H 3.590 0.324 0.463 -0.10 0.00 -0.01
H 4.896 -1.338 2.699 0.05 -0.02 -0.01
H 5.711 -0.268 1.563 0.02 -0.01 0.02
H 5.001 -1.770 0.987 0.04 0.00 0.01
H 2.991 -3.328 -0.178 0.07 0.06 -0.01
H 2.746 -1.850 -1.114 0.06 0.03 0.05
H 0.596 -3.955 -0.455 -0.06 0.03 0.00
H 1.315 -3.651 -2.033 -0.06 -0.01 0.00
H 0.267 -2.437 -1.308 -0.02 0.02 -0.02

Which of these has the highest charge?
C28H33CrIOPSb

Among the records above, which one has the highest charge?
C28H33CrIOPSb